--- P ---
{"formula": "BH3O3", "method": "ωB97M-V with the def2-TZVPD basis set", "symbols": ["B", "O", "O", "O", "H", "H", "H"], "positions_angstrom": [[-1.26957, 0.01266, 0.00986], [-0.80722, -1.07148, 0.11782], [-2.04934, 1.17608, 0.06812], [1.67753, -0.93135, 0.21244], [0.26580, -1.25082, -0.32176], [-2.17173, 2.09247, 0.05148], [2.34798, -1.42233, -0.48735]], "nbo_charge": [1.45, -0.87, -0.95, -1.16, 0.54, 0.56, 0.43], "lumo_energy_ha": -0.01922, "homo_energy_ev": -8.4, "orbital_gap_ev": 7.9}

--- Q ---
{"formula": "BH3O3", "method": "ωB97M-V with the def2-TZVPD basis set", "symbols": ["B", "O", "O", "O", "H", "H", "H"], "positions_angstrom": [[0.32647, -0.07148, 0.65946], [1.38799, 0.48124, 0.30420], [-0.13703, -0.96340, 1.51549], [-0.66013, 0.86376, -1.33744], [1.09498, 0.75795, -0.62362], [-1.12664, -1.26155, 1.47000], [-0.88564, 0.19349, -1.98807]], "nbo_charge": [1.41, -0.90, -0.91, -1.17, 0.58, 0.56, 0.44], "lumo_energy_ha": -0.00772, "homo_energy_ev": -9.4, "orbital_gap_ev": 9.2}

Most stable: Q. Least stable: P.

--- P ---
{"formula": "C3H4BrNO4", "method": "ωB97M-V with the def2-TZVPD basis set", "symbols": ["C", "C", "C", "N", "O", "O", "O", "O", "Br", "H", "H", "H", "H"], "positions_angstrom": [[-1.09230, 0.38481, 1.07660], [-1.10314, -1.36974, -0.34310], [-0.27592, 0.63930, -0.00219], [0.60201, 1.76285, -0.12682], [1.51319, 1.74220, -0.92275], [0.37153, 2.63118, 0.72934], [-1.62586, -0.84923, 0.82568], [-0.21861, -0.46353, -0.89470], [2.96406, -1.27821, -0.19908], [2.51880, 0.02772, -0.77529], [-1.23719, 1.00378, 1.96642], [-0.58308, -2.45253, -0.13845], [-1.83348, -1.77858, -1.19567]], "nbo_charge": [0.15, 0.23, 0.23, 0.50, -0.36, -0.38, -0.46, -0.47, -0.26, 0.24, 0.26, 0.15, 0.17], "smiles": "O=[N+]([O-])C1=COCO1.Br", "lumo_energy_ha": -0.04165, "homo_energy_ev": -9.2, "orbital_gap_ev": 8.1}

--- Q ---
{"formula": "C3H4BrNO4", "method": "ωB97M-V with the def2-TZVPD basis set", "symbols": ["C", "C", "C", "N", "O", "O", "O", "O", "Br", "H", "H", "H", "H"], "positions_angstrom": [[0.27101, 0.49291, 1.01197], [1.27092, 0.50960, -0.99779], [-0.74741, 0.07469, -0.04806], [-1.15354, -1.40637, 0.15141], [-2.32118, -1.69724, 0.23566], [-0.17296, -2.11264, 0.08844], [1.25898, 1.17872, 0.21574], [-0.11142, 0.20013, -1.30779], [-2.40977, 1.06715, 0.09404], [-0.26481, 0.98889, 1.78812], [0.86504, -0.26129, 1.50004], [1.69144, 1.30899, -1.57948], [1.82369, -0.34355, -1.15230]], "nbo_charge": [-0.15, 0.22, 0.26, 0.50, -0.32, -0.36, -0.49, -0.50, 0.07, 0.22, 0.22, 0.19, 0.16], "smiles": "O=[N+]([O-])[C@@]1(Br)COCO1", "lumo_energy_ha": -0.00501, "homo_energy_ev": -10.7, "orbital_gap_ev": 10.5}

Most stable: Q. Least stable: P.

--- P ---
{"formula": "C2H10NO", "method": "ωB97M-V with the def2-TZVPD basis set", "symbols": ["C", "N", "C", "H", "H", "H", "H", "H", "H", "H", "H", "H", "H", "O"], "positions_angstrom": [[-1.74062, -1.21606, 0.16533], [-1.26714, 0.12733, -0.17308], [2.05968, 0.79710, -1.12592], [-2.36575, -1.30500, 1.00995], [-0.96069, -1.93694, 0.37205], [-2.44836, -1.63572, -0.64390], [1.37136, 0.85928, -1.93438], [-0.33411, 0.24684, 0.62703], [1.45598, 0.57444, -0.16630], [2.88454, 0.14199, -1.17576], [2.62827, 1.78643, -1.02608], [-2.02444, 0.82620, -0.01667], [0.16951, 0.43486, 2.51172], [0.57177, 0.29925, 1.57601]], "mulliken_spin": [-0.03, -0.75, 0.39, -0.07, 0.01, -0.05, 0.09, -0.03, 0.13, 0.15, 0.19, 0.01, -0.02, 0.99], "spin_multiplicity": 2, "lumo_energy_ha": [-0.45321, -0.62203], "homo_energy_ev": [-22.0, -21.1], "charge": 2, "orbital_gap_ev": [9.7, 4.2]}

--- Q ---
{"formula": "C2H10NO", "method": "ωB97M-V with the def2-TZVPD basis set", "symbols": ["N", "H", "H", "H", "H", "C", "O", "C", "H", "H", "H", "H", "H", "H"], "positions_angstrom": [[-1.28880, 0.74967, 1.67778], [-1.22877, 1.70492, 2.02540], [-0.64546, 0.74035, 0.85105], [-2.29286, 0.59988, 1.55135], [-0.87215, 0.20171, 2.43781], [1.18733, -0.02886, -1.05758], [0.27942, 0.97423, -0.65171], [0.47411, -1.42299, -0.83637], [1.99427, 0.15513, -0.32567], [1.49445, 0.15468, -2.08573], [-0.12327, 1.44990, -1.41666], [-0.55575, -1.50043, -1.17365], [0.39828, -1.61715, 0.23706], [1.17920, -2.16103, -1.23307]], "mulliken_spin": [0.00, 0.00, 0.00, 0.00, 0.00, 0.13, 0.58, 0.23, 0.06, -0.01, -0.02, 0.00, 0.00, 0.03], "spin_multiplicity": 2, "lumo_energy_ha": [-0.29812, -0.54531], "homo_energy_ev": [-22.7, -22.6], "charge": 2, "orbital_gap_ev": [14.6, 7.7]}

Most stable: Q. Least stable: P.

--- P ---
{"formula": "C23H47GeIrN6O5", "method": "ωB97M-V with the def2-TZVPD basis set", "symbols": ["Ir", "C", "C", "C", "C", "O", "Ge", "O", "C", "C", "C", "C", "O", "C", "C", "C", "C", "H", "H", "H", "H", "H", "H", "H", "H", "H", "H", "H", "H", "H", "H", "H", "H", "H", "H", "H", "H", "H", "H", "H", "H", "H", "H", "H", "N", "C", "C", "C", "C", "N", "C", "N", "N", "C", "O", "O", "H", "H", "H", "H", "H", "H", "H", "H", "H", "H", "H", "H", "H", "H", "N", "C", "C", "C", "N", "C", "C", "H", "H", "H", "H", "H", "H"], "positions_angstrom": [[0.10568, -0.35381, 0.64055], [-3.61098, -1.68258, -1.32730], [-2.13738, -1.36440, -1.49543], [-1.31700, -2.60027, -1.79635], [-1.91728, -0.23536, -2.47790], [-1.68982, -0.82326, -0.13762], [-2.55301, -1.40702, 1.46556], [-1.93406, -3.02293, 1.59308], [-2.60636, -4.11248, 2.36326], [-3.81753, -4.55356, 1.56768], [-2.97858, -3.56435, 3.72683], [-1.54903, -5.20104, 2.45213], [-1.18617, -0.31709, 2.23521], [-1.70313, 0.94278, 2.91280], [-2.59428, 0.45077, 4.03687], [-2.48068, 1.75952, 1.89803], [-0.50425, 1.69709, 3.45198], [-4.02349, -2.00088, -2.28563], [-4.18153, -0.80858, -1.00416], [-3.76989, -2.52242, -0.64212], [-1.66519, -3.04071, -2.73104], [-1.43222, -3.34462, -1.00810], [-0.26135, -2.36084, -1.91586], [-2.26373, -0.54824, -3.46306], [-0.85575, 0.00130, -2.56561], [-2.48177, 0.65300, -2.19000], [-4.55045, -3.74413, 1.48589], [-4.30982, -5.38433, 2.07302], [-3.53318, -4.88794, 0.56983], [-3.72728, -2.76486, 3.63341], [-2.10136, -3.18538, 4.25352], [-3.43342, -4.34095, 4.34095], [-1.26094, -5.54315, 1.45912], [-1.96047, -6.04983, 2.99804], [-0.66805, -4.84516, 2.98556], [-3.49501, -0.04671, 3.65987], [-2.93976, 1.30124, 4.62592], [-2.05940, -0.22917, 4.69917], [-3.35679, 1.22353, 1.52070], [-1.86270, 2.04856, 1.04580], [-2.84947, 2.67116, 2.36801], [-0.04990, 1.19138, 4.30229], [-0.82891, 2.67785, 3.79893], [0.25905, 1.85134, 2.68462], [0.68925, 2.06614, -0.13774], [1.45057, 2.13765, -1.32199], [0.77144, 2.79384, -2.49902], [1.51042, 2.95667, -3.83473], [2.71048, 3.91086, -3.79574], [3.36592, 4.02547, -5.09737], [3.34772, 5.09106, -5.91471], [4.25739, 5.18878, -6.87332], [2.43393, 6.04705, -5.77219], [1.81143, 0.27890, -1.83581], [2.57785, 0.34531, -2.72543], [1.21146, -0.52645, -1.12388], [-0.22701, 2.49551, -0.23053], [1.17276, 2.43353, 0.67665], [2.50156, 2.35424, -1.14820], [0.49914, 3.79197, -2.12110], [-0.18545, 2.29138, -2.67734], [0.77559, 3.33710, -4.54705], [1.82858, 1.99015, -4.22268], [3.46644, 3.56303, -3.08880], [2.41789, 4.90818, -3.46322], [4.00038, 3.28509, -5.35577], [5.08281, 4.61110, -6.88497], [4.16573, 5.86601, -7.61520], [1.58034, 5.89282, -5.26603], [2.49920, 6.90166, -6.30388], [4.79136, -2.38680, 4.00663], [3.80850, -1.91063, 3.27895], [2.58242, -1.47158, 3.86187], [1.59544, -0.98681, 3.07713], [1.69723, -0.85939, 1.70648], [2.86919, -1.32425, 1.13992], [3.89929, -1.82419, 1.85611], [4.72403, -2.45484, 5.01344], [5.65391, -2.71089, 3.58987], [2.42840, -1.53622, 4.93083], [0.65501, -0.68658, 3.50428], [2.93156, -1.29701, 0.06596], [4.78452, -2.17136, 1.34009]], "mulliken_spin": [1.55, 0.08, -0.03, 0.00, 0.01, 0.01, 0.76, 0.29, 0.01, -0.01, 0.00, 0.02, -0.04, 0.11, -0.02, -0.01, -0.01, 0.00, -0.01, -0.03, 0.00, 0.01, 0.00, 0.00, 0.00, 0.00, 0.00, 0.00, 0.00, 0.01, 0.00, 0.00, 0.00, 0.01, 0.00, 0.01, 0.00, 0.00, 0.01, 0.00, -0.01, 0.00, 0.00, 0.00, 0.23, 0.28, 0.02, 0.01, 0.01, 0.00, 0.00, 0.00, 0.00, 0.06, 0.32, 0.10, -0.02, -0.01, 0.01, 0.03, 0.03, 0.00, 0.01, 0.00, 0.00, 0.00, 0.00, 0.00, 0.00, 0.00, 0.11, 0.04, 0.06, -0.04, 0.05, -0.05, 0.06, 0.00, 0.00, 0.00, -0.02, 0.01, 0.00], "spin_multiplicity": 5, "lumo_energy_ha": [-0.39279, -0.50158], "homo_energy_ev": [-19.4, -19.5], "charge": 4, "orbital_gap_ev": [8.7, 5.8]}

--- Q ---
{"formula": "C23H47GeIrN6O5", "method": "ωB97M-V with the def2-TZVPD basis set", "symbols": ["Ir", "C", "C", "C", "C", "O", "Ge", "O", "C", "C", "C", "C", "O", "C", "C", "C", "C", "H", "H", "H", "H", "H", "H", "H", "H", "H", "H", "H", "H", "H", "H", "H", "H", "H", "H", "H", "H", "H", "H", "H", "H", "H", "H", "H", "N", "C", "C", "C", "C", "N", "C", "N", "N", "C", "O", "O", "H", "H", "H", "H", "H", "H", "H", "H", "H", "H", "H", "H", "H", "H", "N", "C", "C", "C", "N", "C", "C", "H", "H", "H", "H", "H", "H"], "positions_angstrom": [[-0.01008, 0.54576, 0.55731], [3.56432, -0.57453, 2.85419], [2.79685, -0.77962, 1.56183], [3.60418, -0.38124, 0.34549], [2.24372, -2.18495, 1.46759], [1.59404, 0.13487, 1.68131], [1.71658, 1.89031, 2.35515], [1.99372, 2.60502, 0.77873], [2.65195, 3.91837, 0.52370], [3.64452, 4.16801, 1.64822], [1.56482, 4.97260, 0.48372], [3.35422, 3.76054, -0.81175], [-0.14294, 1.75546, 2.20704], [-0.91476, 1.52644, 3.50360], [-0.32528, 2.53698, 4.47461], [-0.70357, 0.10388, 3.98006], [-2.36936, 1.81089, 3.21401], [4.46297, -1.19187, 2.85114], [2.97597, -0.84150, 3.73309], [3.91294, 0.46219, 2.95283], [4.46416, -1.04489, 0.25469], [3.98293, 0.63758, 0.43042], [3.02209, -0.45537, -0.57361], [3.07136, -2.88990, 1.39399], [1.63606, -2.29890, 0.56807], [1.65994, -2.44672, 2.35292], [3.13650, 4.15586, 2.62425], [4.09833, 5.15373, 1.55184], [4.44700, 3.42739, 1.64540], [1.04740, 5.05127, 1.44327], [0.83079, 4.74665, -0.29164], [2.00249, 5.94580, 0.26373], [4.04527, 2.91837, -0.79803], [3.92444, 4.66460, -1.02423], [2.63683, 3.62111, -1.62147], [0.65158, 2.21514, 4.85765], [-0.96786, 2.64359, 5.34900], [-0.23721, 3.52530, 4.01791], [0.35295, -0.15663, 4.06668], [-1.19019, -0.62070, 3.32292], [-1.14700, -0.00866, 4.96957], [-2.51194, 2.80947, 2.80157], [-2.93651, 1.74830, 4.14263], [-2.79308, 1.06380, 2.53841], [-1.49550, -1.39377, 0.65607], [-1.56117, -2.14350, -0.55599], [-1.23281, -3.62063, -0.38746], [-1.04123, -4.58264, -1.56366], [-2.26728, -4.80162, -2.47762], [-1.94567, -4.86778, -3.89775], [-1.97494, -5.96304, -4.67942], [-1.69119, -5.83452, -5.97093], [-2.28298, -7.16261, -4.20496], [-0.35286, -1.42754, -1.64886], [-0.55232, -1.86139, -2.73753], [0.45133, -0.66098, -1.08619], [-1.02807, -1.90259, 1.40364], [-2.41075, -1.07995, 0.96844], [-2.48392, -1.92307, -1.08936], [-2.07550, -3.97434, 0.22523], [-0.35131, -3.69687, 0.25660], [-0.79320, -5.52872, -1.07920], [-0.16484, -4.32679, -2.15921], [-3.02967, -4.03311, -2.33264], [-2.76162, -5.73077, -2.20763], [-1.59380, -4.02902, -4.33416], [-1.55357, -4.93375, -6.39832], [-1.69687, -6.63094, -6.58920], [-2.44367, -7.34307, -3.23103], [-2.34035, -7.95909, -4.82117], [-3.16580, 4.28153, -3.10924], [-2.52415, 3.43588, -2.33212], [-3.03686, 3.05578, -1.05646], [-2.33748, 2.19540, -0.27972], [-1.15308, 1.62038, -0.66579], [-0.65201, 1.98730, -1.89176], [-1.27863, 2.85738, -2.71818], [-4.04148, 4.70139, -2.82863], [-2.79158, 4.57337, -4.00170], [-3.97024, 3.46386, -0.69231], [-2.69727, 1.92554, 0.69941], [0.30048, 1.55418, -2.16628], [-0.81924, 3.11635, -3.66272]], "mulliken_spin": [1.41, 0.04, 0.00, 0.00, 0.01, 0.04, 0.65, 0.41, 0.00, 0.04, 0.00, 0.01, 0.09, 0.04, 0.04, -0.02, -0.02, 0.00, 0.00, -0.02, 0.00, 0.00, 0.00, 0.00, 0.00, 0.00, 0.00, 0.00, 0.00, 0.00, 0.00, 0.00, 0.00, 0.01, 0.00, -0.01, 0.00, 0.00, 0.01, 0.00, 0.00, 0.00, 0.00, 0.00, 0.22, 0.22, 0.03, 0.00, 0.00, 0.00, 0.00, 0.00, 0.00, 0.03, 0.43, 0.19, -0.02, 0.00, -0.01, 0.03, 0.02, 0.00, 0.01, 0.00, 0.00, 0.00, 0.00, 0.00, 0.00, 0.00, 0.09, 0.04, 0.05, -0.06, 0.03, -0.02, 0.04, 0.00, 0.00, 0.00, 0.01, -0.01, 0.00], "spin_multiplicity": 5, "lumo_energy_ha": [-0.39499, -0.53475], "homo_energy_ev": [-19.5, -19.4], "charge": 4, "orbital_gap_ev": [8.8, 4.9]}

Most stable: P. Least stable: Q.

--- P ---
{"formula": "C9H13N3", "method": "ωB97M-V with the def2-TZVPD basis set", "symbols": ["C", "C", "C", "C", "C", "C", "C", "C", "C", "H", "H", "H", "H", "H", "H", "H", "H", "H", "H", "H", "H", "H", "N", "N", "N"], "positions_angstrom": [[2.28692, -1.32156, -0.51539], [0.86100, -1.29769, 0.02913], [0.87417, 1.34098, -0.30957], [2.23166, 1.10662, 0.48292], [-1.18459, 0.10435, -0.19974], [-2.08540, 1.12721, -0.30310], [-3.41936, 1.07932, -0.04957], [-3.13798, -1.22138, 0.00733], [-1.75450, -1.15649, 0.34059], [2.72229, -2.21892, -0.01825], [2.46793, -1.36921, -1.63866], [0.40430, -2.18085, -0.66023], [0.64317, -1.32585, 1.22505], [1.11076, 2.00087, -1.17350], [0.13607, 1.93029, 0.37155], [2.73272, 2.09169, 0.21726], [2.15177, 1.43461, 1.76462], [4.19770, 0.21340, 0.37562], [-1.52310, 2.15426, -0.31065], [-4.04069, 1.90094, -0.06294], [-3.63558, -2.23533, 0.26703], [-0.98949, -1.89880, 1.01361], [0.12669, -0.01814, -0.58971], [2.88805, -0.02183, -0.09061], [-4.06452, -0.21851, -0.17280]], "nbo_charge": [-0.24, -0.25, -0.24, -0.22, 0.21, -0.34, 0.04, 0.01, -0.31, 0.21, 0.22, 0.25, 0.23, 0.21, 0.20, 0.20, 0.14, 0.36, 0.21, 0.20, 0.19, 0.24, -0.41, -0.65, -0.44], "lumo_energy_ha": 0.01454, "homo_energy_ev": -8.3, "orbital_gap_ev": 8.7}

--- Q ---
{"formula": "C9H13N3", "method": "ωB97M-V with the def2-TZVPD basis set", "symbols": ["C", "C", "C", "C", "C", "C", "C", "C", "C", "N", "N", "N", "H", "H", "H", "H", "H", "H", "H", "H", "H", "H", "H", "H", "H"], "positions_angstrom": [[-2.44334, 1.01864, -0.71656], [-1.66853, 2.04317, -0.08485], [-1.82988, -0.14831, -0.56525], [-0.63710, 1.43035, 0.53761], [3.83911, 0.01146, -1.28197], [0.35636, -0.83601, 0.42968], [-1.99987, -1.43818, -1.28412], [0.48957, 1.96465, 1.23779], [0.23939, -1.96420, 1.49998], [2.69710, -0.30939, -0.69162], [1.62865, -0.66303, -0.02645], [-0.69029, 0.02593, 0.16877], [-3.41690, 1.24257, -1.24443], [-2.14971, 3.09892, 0.10860], [4.46869, 0.71188, -0.79654], [4.14954, -0.44413, -2.24982], [-0.95865, -1.66559, -1.74113], [-2.36889, -2.32592, -0.78335], [-2.69552, -1.28505, -2.14397], [0.35631, 1.59140, 2.23216], [1.49599, 1.73239, 0.84283], [0.37725, 3.06842, 1.25834], [1.29012, -2.10153, 2.10955], [0.04116, -2.97397, 0.97318], [-0.57055, -1.78447, 2.21157]], "nbo_charge": [-0.29, -0.29, 0.14, 0.14, -0.20, 0.31, -0.64, -0.65, -0.65, -0.14, -0.16, -0.41, 0.22, 0.23, 0.18, 0.19, 0.22, 0.22, 0.23, 0.22, 0.23, 0.23, 0.23, 0.22, 0.22], "smiles": "C=N/N=C(/C)n1c(C)ccc1C", "lumo_energy_ha": 0.03326, "homo_energy_ev": -7.9, "orbital_gap_ev": 8.8}

Most stable: Q. Least stable: P.